{
  "formula": "C4H12",
  "method": "ωB97M-V/def2-TZVPD",
  "symbols": ["C", "C", "H", "H", "H", "H", "H", "H", "C", "C", "H", "H", "H", "H", "H", "H"],
  "xyz": [[-1.3864, -0.2266, 1.3802], [-2.1100, 1.0636, 1.0656], [-0.9174, -0.7744, 0.4832], [-0.4977, 0.1214, 2.0355], [-1.9566, -1.1234, 1.7944], [-1.5749, 1.6756, 0.3472], [-2.6577, 1.5585, 1.7494], [-2.9887, 0.5973, 0.4975], [2.5010, -0.0811, -1.1070], [1.0694, -0.7184, -1.3250], [3.3480, -0.4407, -1.6070], [2.3263, 0.9872, -1.1971], [2.6869, -0.1650, 0.0095], [0.5594, -1.4468, -0.5602], [0.4168, 0.0650, -1.3690], [0.8114, -1.2800, -2.2665]],
  "atomic_forces_ev_per_a": [[2.75, -1.10, 0.92], [-1.39, -3.96, -4.63], [-0.73, 1.57, 1.00], [-1.16, -1.46, -0.61], [0.37, 1.76, 0.23], [0.09, 0.26, 0.28], [-0.84, 1.84, 3.08], [0.73, 1.15, -0.12], [-2.71, -0.16, 3.15], [0.31, -3.43, -0.18], [0.86, -0.57, -1.00], [0.53, 0.11, -0.59], [0.13, -0.11, -1.19], [1.86, 1.33, -0.85], [-1.88, 2.19, 0.05], [1.09, 0.58, 0.45]],
  "relative_energy_kcal_mol": 39.6,
  "total_energy_ha": -159.5219,
  "lumo_ev": 1.12,
  "smiles": "CC.CC",
  "homo_ev": -10.85,
  "mol_weight_g_mol": 60.140
}